i) # H30O15

A 15-piece molecular cluster, H30O15 overall (ωB97M-V/def2-TZVPD, OMol25).

Molar mass ... 270.2 g/mol
HOMO energy ... -9.170 eV
Orbital gap ... 0.335 Ha
Lowest unoccupied orbital energy ... -0.06 eV

Structure (ORCA input):
```
! RIJCOSX wB97M-V def2-TZVPD def2/J DEFGRID3
* xyz 0 1
H -0.8434 -0.2728 0.9485
H -0.9799 0.4866 -0.4459
H 0.4710 -2.6960 1.9373
H 1.7367 -3.4244 2.1814
H -3.2785 2.2410 0.2932
H -3.9507 0.9626 -0.2308
H -3.3013 4.0876 0.2460
H -3.3550 5.1436 -0.9187
H -0.1296 2.9622 -0.8605
H 0.4947 2.0202 -0.0165
H 0.7024 1.0632 1.9619
H 0.1836 0.2880 3.1605
H -0.2464 3.6622 -4.0777
H 0.9166 2.7177 -4.3765
H 2.4131 -2.2048 -2.3673
H 1.9812 -3.2742 -1.5294
H -2.8271 -2.3422 1.9404
H -4.2441 -2.7185 2.2021
H 3.0551 1.6475 0.5950
H 3.7560 3.0099 0.6386
H -0.2306 -4.6221 1.0039
H 0.2825 -5.0988 -0.2875
H 3.4050 -1.8477 -0.5360
H 3.0502 -0.8736 0.5529
H 0.0373 -2.7023 -1.8513
H -0.9516 -3.9325 -1.5941
H 2.5202 1.6473 -1.9526
H 2.8378 1.5049 -3.5249
H -1.7579 1.3290 2.9298
H -2.8558 1.7726 3.8192
O -0.4328 0.2767 0.2589
O 0.7576 -3.4376 2.4536
O -3.1866 1.5111 -0.3284
O -2.9341 4.2856 -0.6300
O 0.0680 2.0375 -0.9404
O 0.8976 0.3317 2.5920
O 0.0980 2.7574 -3.9138
O 1.8122 -2.3384 -1.6992
O -3.4733 -2.5167 2.7367
O 2.9253 2.6280 0.7200
O 0.1815 -4.2675 0.1613
O 3.7870 -1.4101 0.2846
O -0.0388 -3.7297 -1.7607
O 3.2403 1.5895 -2.6644
O -2.5933 1.7462 2.8890
*
```



ii) # H30O15

A 15-piece molecular cluster, H30O15 overall (ωB97M-V/def2-TZVPD, OMol25).

Molar mass ... 270.2 g/mol
HOMO energy ... -10.106 eV
Orbital gap ... 0.353 Ha
Lowest unoccupied orbital energy ... -0.49 eV

Structure (ORCA input):
```
! RIJCOSX wB97M-V def2-TZVPD def2/J DEFGRID3
* xyz 0 1
O 2.7583 0.6378 1.1380
H 2.0193 -0.0002 1.1760
H 3.5173 0.0648 0.9890
O -1.0537 2.6598 0.8980
H -1.8167 2.1528 0.5980
H -1.2367 3.0428 1.7590
O 2.0393 -2.3782 0.6790
H 1.5453 -2.3372 -0.1140
H 1.3943 -1.9782 1.2630
O -3.0907 -0.9192 -2.3670
H -2.7967 -0.8952 -3.2700
H -2.3147 -0.7862 -1.8330
O -1.5317 0.2418 2.9430
H -1.6597 0.4128 2.0270
H -1.4527 1.0138 3.4580
O 1.6443 3.1258 0.3950
H 1.2513 2.9398 -0.4160
H 1.7493 2.2508 0.8450
O -2.7867 0.9138 -0.0310
H -3.6097 0.4098 -0.0370
H -2.5857 1.0748 -0.9840
O 2.6013 -1.3622 -2.0190
H 1.7413 -1.6532 -1.9140
H 2.6183 -0.4132 -1.7700
O -0.4067 4.8308 -0.5080
H -0.5477 3.9398 -0.1380
H -0.9247 4.7698 -1.3590
O -0.1957 -1.6602 -1.7580
H -0.3167 -2.1582 -2.5870
H 0.1923 -0.8042 -1.8970
O -1.7167 -1.7562 0.7310
H -1.4217 -2.5362 1.2270
H -2.5487 -1.5792 1.1180
O 2.7423 1.2248 -1.4710
H 2.6343 1.1028 -0.5050
H 3.6573 1.4648 -1.6510
O -0.7157 -4.0592 -0.8360
H -0.4467 -3.1152 -0.9200
H 0.0163 -4.4782 -1.2890
O 0.2323 0.2908 -0.1470
H -0.2487 -0.4422 0.2100
H -0.3517 1.0118 0.0650
O 0.8073 -1.2732 2.6270
H 0.6753 -2.1242 3.0720
H -0.0617 -0.8692 2.6020
*
```



iii) # H30O15

A 15-piece molecular cluster, H30O15 overall (ωB97M-V/def2-TZVPD, OMol25).

Molar mass ... 270.2 g/mol
HOMO energy ... -6.573 eV
Orbital gap ... 0.243 Ha
Lowest unoccupied orbital energy ... 0.05 eV

Structure (ORCA input):
```
! RIJCOSX wB97M-V def2-TZVPD def2/J DEFGRID3
* xyz 0 1
H 0.8722 -1.4462 -0.2408
H -0.1582 -0.2132 -0.2367
H -3.5751 3.7703 2.2063
H -2.9574 2.5293 1.6633
H 1.0442 -2.5700 1.4581
H 0.8917 -1.2251 2.2691
H 1.4868 1.2218 -1.9860
H 2.3281 1.5381 -0.7859
H 4.6025 -4.1311 -1.6681
H 4.7046 -3.6217 -0.3230
H -1.1961 -2.1273 -3.7866
H -0.9403 -1.9222 -5.3032
H 2.7715 0.0804 0.1979
H 2.3229 0.9633 1.2564
H -0.4146 2.6736 3.3206
H 0.8813 3.3319 3.3140
H -2.0918 -0.2518 -3.9499
H -3.0377 0.7398 -3.3127
H -1.8621 2.0237 -2.1980
H -1.7753 2.2539 -0.6945
H -1.2211 -0.5565 2.1165
H -1.0367 0.3234 3.3388
H 0.7975 -1.7989 -3.8227
H 0.5346 -0.2249 -3.9365
H 0.6651 1.2087 1.9208
H 0.6486 2.0284 0.5776
H -2.4016 -1.6241 -0.2223
H -1.5635 -1.1067 -1.5474
H 0.2932 -0.4362 5.5124
H -0.7070 -1.2840 4.7602
O 0.4812 -0.6707 0.3168
O -3.7670 2.8293 2.0527
O 0.4279 -1.8257 1.7239
O 1.4679 1.4557 -1.0517
O 4.1469 -4.2057 -0.8964
O -0.8810 -1.4821 -4.4467
O 3.0807 0.6074 0.9360
O 0.1397 3.2189 2.6546
O -2.1807 0.2604 -3.1500
O -2.2304 1.6874 -1.3882
O -0.9987 0.3233 2.3157
O 1.1866 -0.9573 -3.7283
O 0.5729 1.1658 0.9230
O -1.5468 -1.6281 -0.7683
O 0.1943 -0.9255 4.6093
*
```



Relative energy table, unit eV: i) 4.067; ii) 0.000; iii) 8.748



i) # H30O15

A 15-piece molecular cluster, H30O15 overall (ωB97M-V/def2-TZVPD, OMol25).

Molar mass ... 270.2 g/mol
HOMO energy ... -9.699 eV
Orbital gap ... 0.324 Ha
Lowest unoccupied orbital energy ... -0.88 eV

Structure (ORCA input):
```
! RIJCOSX wB97M-V def2-TZVPD def2/J DEFGRID3
* xyz 0 1
O 1.2773 0.2855 3.6804
H 0.8682 -0.6113 3.6680
H 1.5130 0.4483 2.8085
O -3.5954 0.2029 -0.3420
H -2.9583 0.0404 0.3435
H -3.1337 1.0198 -0.5726
O -0.1201 2.3371 1.3177
H -0.1674 3.2776 1.3201
H 0.8242 2.3071 1.3575
O -1.5199 1.4309 -3.0253
H -1.5908 0.5192 -2.7358
H -1.9412 1.9073 -2.3486
O -0.0196 -2.0162 3.3210
H -0.7445 -1.9489 3.9280
H -0.3755 -2.1688 2.4352
O 0.5307 -0.7758 -3.8404
H 0.9383 -0.9838 -2.9955
H -0.4270 -0.7691 -3.6023
O 2.0497 -2.1621 -1.6445
H 2.4649 -2.3638 -2.5164
H 2.6569 -2.5041 -1.0176
O -1.9105 2.5207 -0.5591
H -1.2587 2.2892 0.1441
H -1.6582 3.4263 -0.8372
O 1.4589 1.5297 -2.0003
H 1.0954 2.2761 -2.4476
H 1.5815 0.9224 -2.6868
O 2.6264 1.9268 1.6074
H 3.1502 1.6617 2.3848
H 2.7770 1.2695 0.9361
O 2.2113 -0.9855 1.3030
H 2.5140 -1.9617 1.2421
H 2.7135 -0.5687 0.5567
O -1.1125 -2.3631 0.8639
H -0.5115 -1.8449 0.3462
H -1.2587 -3.2613 0.5920
O -1.8910 0.0843 2.0061
H -2.1924 -0.7763 2.2792
H -1.1413 0.0550 1.4043
O -1.6688 -1.0078 -2.1649
H -1.7900 -1.9530 -2.1087
H -1.0802 -0.7860 -1.4876
O -0.0910 -0.0659 -0.2851
H 0.2600 0.5407 -0.9002
H 0.6468 -0.4007 0.2726
*
```



ii) # H30O15

A 15-piece molecular cluster, H30O15 overall (ωB97M-V/def2-TZVPD, OMol25).

Molar mass ... 270.2 g/mol
HOMO energy ... -8.517 eV
Orbital gap ... 0.300 Ha
Lowest unoccupied orbital energy ... -0.35 eV

Structure (ORCA input):
```
! RIJCOSX wB97M-V def2-TZVPD def2/J DEFGRID3
* xyz 0 1
H 0.1152 1.1854 0.5381
H 0.8026 -0.1699 0.5103
H 4.9818 -1.5897 2.1134
H 4.9518 -0.1746 1.5596
H -0.9227 -0.3984 4.0007
H 0.3682 -0.6549 4.7609
H 0.0597 -2.9475 0.1654
H 1.0400 -3.0210 1.3245
H -0.5570 1.0733 -1.5479
H 0.0646 2.2944 -0.8901
H -3.3099 4.8140 -1.2428
H -2.3000 3.7067 -0.9903
H 2.5395 1.1357 2.1134
H 1.0206 1.1099 2.1611
H -3.5451 -1.7334 -0.5606
H -3.1512 -3.0782 0.0281
H -2.5642 0.2563 1.2313
H -2.0280 -0.3829 -0.0391
H 2.0144 -0.6881 -3.0356
H 3.4364 -1.2245 -3.0450
H 1.4849 0.9047 -2.5353
H 0.1752 0.1457 -2.6725
H -1.8285 -3.7471 -2.2194
H -0.7618 -2.6644 -2.2124
H 3.2631 -3.0816 1.4379
H 2.4788 -2.1639 2.3613
H -3.5817 1.5338 -2.0712
H -5.0516 1.9188 -2.0365
H -0.2731 3.3525 0.4954
H 1.1546 3.4224 1.0119
O 0.1056 0.3377 0.0795
O 5.0869 -1.0915 1.2950
O -0.4919 -0.2282 4.8460
O 0.8122 -2.4879 0.5545
O -0.6942 1.7030 -0.8312
O -2.4616 4.4747 -1.5498
O 1.7692 0.8201 1.6276
O -2.8598 -2.4099 -0.6024
O -1.7509 -0.0689 0.8290
O 2.8497 -0.6184 -3.5113
O 0.6976 0.8413 -3.0877
O -1.7150 -2.7918 -2.2779
O 2.5886 -3.0922 2.1263
O -4.2537 1.9164 -1.4959
O 0.2405 3.5622 1.2836
*
```



iii) # H30O15

A 15-piece molecular cluster, H30O15 overall (ωB97M-V/def2-TZVPD, OMol25).

Molar mass ... 270.2 g/mol
HOMO energy ... -9.232 eV
Orbital gap ... 0.319 Ha
Lowest unoccupied orbital energy ... -0.55 eV

Structure (ORCA input):
```
! RIJCOSX wB97M-V def2-TZVPD def2/J DEFGRID3
* xyz 0 1
H 1.2086 -0.7520 0.6963
H 0.2449 0.1159 -0.0961
H 1.6429 4.0370 -1.0750
H 1.2135 3.4944 0.2782
H -2.8941 2.1854 -2.0956
H -3.1795 1.2871 -3.2880
H -4.2046 0.5348 -0.4979
H -4.1872 1.1002 0.9127
H 2.9723 1.6446 3.5039
H 2.3071 0.3632 3.9789
H 3.3366 -1.1777 0.7623
H 3.3197 0.0919 1.5977
H -0.6714 0.1857 4.5151
H -0.2963 -0.1760 5.9428
H 6.0792 0.1677 0.4929
H 5.7759 -1.1013 -0.2867
H -1.7003 -2.1848 -1.3570
H -0.8434 -3.1410 -2.1702
H -0.2370 2.9759 -3.2755
H 0.1186 2.6283 -4.7117
H -3.3526 -1.5276 -1.3283
H -2.6153 -0.2591 -0.9314
H 2.6767 0.5858 -1.5767
H 1.1988 0.8630 -1.7980
H -2.2824 -3.0274 0.3747
H -3.2688 -2.0459 0.9861
H 0.6396 -1.2144 3.1199
H -0.2468 -2.3199 3.6695
H -1.0237 -0.1430 -3.1978
H -0.1013 -1.1382 -3.8824
O 0.5543 -0.7929 -0.0102
O 0.8638 3.7605 -0.5796
O -3.1354 2.2143 -3.0283
O -4.5916 0.4094 0.3759
O 3.1706 0.7429 3.7805
O 2.8355 -0.7288 1.4525
O -0.6969 -0.5422 5.1463
O 5.3665 -0.4499 0.2939
O -1.0895 -2.9245 -1.2638
O -0.6075 2.5934 -4.0789
O -3.1198 -0.6506 -1.6534
O 1.8002 0.3151 -1.2811
O -2.8618 -2.9067 1.1355
O 0.6676 -2.0157 3.6547
O -0.7858 -1.0770 -3.2066
*
```



iv) # H30O15

A 15-piece molecular cluster, H30O15 overall (ωB97M-V/def2-TZVPD, OMol25).

Molar mass ... 270.2 g/mol
HOMO energy ... -10.469 eV
Orbital gap ... 0.378 Ha
Lowest unoccupied orbital energy ... -0.19 eV

Structure (ORCA input):
```
! RIJCOSX wB97M-V def2-TZVPD def2/J DEFGRID3
* xyz 0 1
H -0.8485 -0.2395 -0.3282
H 0.5427 0.0087 0.2727
H 1.6240 1.8620 3.1047
H 1.8433 2.8987 1.8786
H -4.4462 -1.9365 -0.2873
H -3.4088 -2.7833 0.4468
H 1.3186 1.1865 -2.5111
H 1.5346 2.3543 -1.5820
H -1.3825 -3.1962 -0.1766
H -0.6130 -2.4977 -1.4002
H 1.1297 -0.7593 3.6262
H 0.7787 -1.5503 4.8175
H -3.4183 1.4353 -1.0311
H -3.6949 0.6067 0.2654
H -1.6411 -1.1354 2.1040
H -1.5488 0.3140 2.2835
H -4.7777 -0.2099 -1.9699
H -3.2467 -0.2658 -1.7834
H 4.8429 -0.6803 -0.0619
H 6.3735 -0.3759 -0.2144
H 0.4786 3.6467 -1.5137
H 0.9165 4.8791 -2.1254
H 0.1568 -5.5091 -0.9572
H 0.4110 -4.6804 0.2298
H 1.7101 -2.4240 -1.7984
H 0.7602 -3.6063 -1.9906
H 4.1700 3.7564 -1.4146
H 3.4092 2.5045 -1.6557
H -1.6661 3.7154 2.4666
H -1.3346 2.3256 2.3599
O 0.0389 -0.5942 -0.1851
O 1.4174 2.0801 2.1350
O -4.2462 -2.1864 0.6194
O 2.0082 1.6337 -1.9965
O -1.4549 -2.8640 -1.1538
O 0.4228 -0.8513 4.2379
O -3.0369 0.9664 -0.2432
O -1.0712 -0.3613 1.7718
O -3.9865 0.0046 -2.4195
O 5.6623 -0.2735 0.3368
O 0.1859 4.2790 -2.1961
O -0.1227 -4.7069 -0.5740
O 1.6362 -3.2453 -2.2342
O 3.7114 3.3727 -2.1390
O -1.1381 3.1022 2.9864
*
```



Relative energy table, unit eV: i) 0.000; ii) 6.195; iii) 2.208; iv) 2.995